[1]
C12H18CaMnN3O13 as an isolated structure in a non-equilibrium geometry. Source: OMol25; level of theory: ωB97M-V with the def2-TZVPD basis set.

Values from the calculation:
orbital gap (spin up / spin down) = 4.624 / 8.875 eV
E_HOMO (spin up / spin down) = -4.82 / -9.09 eV

Structure (ORCA input):
```
! RIJCOSX wB97M-V def2-TZVPD def2/J DEFGRID3
* xyz 0 7
Ca 1.1551 -1.6375 -1.1546
Mn 3.1789 0.2605 1.5307
O 1.5087 -0.4717 0.8090
H 0.6038 -0.1039 0.7913
N 4.3482 -2.4132 0.3928
O 5.4605 -2.8388 0.0303
O 3.3477 -2.5231 -0.3035
O 4.2581 -1.5906 1.2987
N 3.4121 0.9054 -1.6435
O 3.8989 1.6486 -2.5075
O 2.6886 -0.0014 -1.9812
O 3.7370 0.8951 -0.4749
C -0.6012 -0.3186 4.0824
C -1.9603 0.2620 3.6819
C -1.8821 1.7474 3.2790
O -2.4811 1.7688 1.9978
C -2.7983 0.5323 1.6002
O -3.3117 0.3054 0.4870
O -2.4765 -0.3508 2.5124
H -0.0771 0.1731 4.9020
H 0.1944 -0.2595 3.3397
H -0.7709 -1.3802 4.2616
H -2.6222 0.0208 4.5136
H -0.8771 2.1633 3.2078
H -2.3429 2.3020 4.0964
C -0.0545 3.8669 -3.5556
C -0.9898 3.2352 -2.4973
C -2.0981 2.2818 -3.0656
O -1.9695 1.2263 -2.1860
C -0.7930 1.1872 -1.5922
O -0.3319 0.2062 -1.0028
O -0.1532 2.3774 -1.6602
H 0.5213 3.1349 -4.1220
H 0.5161 4.6938 -3.1329
H -0.5888 4.4343 -4.3176
H -1.3462 4.0253 -1.8364
H -1.9143 2.0734 -4.1196
H -2.9994 2.8789 -2.9272
N 0.4595 -3.7150 0.5082
C -0.5233 -2.8120 0.6940
C -1.2013 -2.6996 -0.5701
C -0.6952 -3.7052 -1.3873
C 0.3506 -4.2913 -0.7165
H 1.0587 -3.9515 1.2862
H -0.5790 -2.2683 1.6255
H -2.0283 -2.0905 -0.9040
H -1.1485 -4.0025 -2.3213
H 0.9171 -5.1810 -0.9485
*
```

[2]
C6H9ClF6NO7S3 as an isolated structure. Source: OMol25; level of theory: ωB97M-V with the def2-TZVPD basis set.

Values from the calculation:
orbital gap = 9.165 eV
E_HOMO = -6.69 eV

Structure (ORCA input):
```
! RIJCOSX wB97M-V def2-TZVPD def2/J DEFGRID3
* xyz -1 1
C -0.2052 -1.8889 1.1201
C -1.1933 -1.5811 -0.0043
C -2.5066 -2.3181 0.1531
Cl -3.6759 -1.8243 -1.1253
O -2.4064 -3.7338 0.2064
S -1.2970 -4.5323 -0.6769
O -1.5488 -5.9042 -0.3148
O -1.9956 -4.2572 -2.1123
C -1.1034 -3.9472 -3.1895
H -0.7160 -1.9292 2.0846
H 0.3056 -2.8417 0.9738
H 0.5396 -1.0971 1.1546
H -1.4273 -0.5148 0.0032
H -0.7643 -1.7803 -0.9901
H -2.9914 -2.0492 1.0881
H -1.3102 -4.6390 -4.0037
H -1.2863 -2.9236 -3.5149
H -0.0586 -4.0494 -2.8869
C -0.8636 2.9452 1.2187
F -1.8489 2.0314 1.2254
F -1.2201 3.9250 0.3888
F -0.7670 3.4503 2.4483
S 0.6924 2.1125 0.6833
O 0.4115 1.6479 -0.6489
O 0.9247 1.1088 1.6882
N 1.6189 3.3716 0.7766
S 3.1632 3.3588 0.4571
O 3.4845 3.1686 -0.9291
O 3.9691 2.6863 1.4364
C 3.4475 5.1560 0.7664
F 3.1589 5.4982 2.0230
F 2.7273 5.9243 -0.0521
F 4.7429 5.4264 0.5525
*
```

[3]
A 4-piece molecular cluster, C2H14NO3 overall in a non-equilibrium geometry. Source: OMol25; level of theory: ωB97M-V with the def2-TZVPD basis set.

Values from the calculation:
orbital gap (spin up / spin down) = 11.315 / 3.728 eV
E_HOMO (spin up / spin down) = -19.20 / -19.20 eV
energy relative to the best compared isomer or geometry (same formula, charge and spin) = 37.2 kJ/mol

Structure (ORCA input):
```
! RIJCOSX wB97M-V def2-TZVPD def2/J DEFGRID3
* xyz 2 2
C -0.5776 1.2562 1.1238
C 0.6616 0.5383 1.6695
N 0.7664 -0.8545 1.0892
H -0.2843 2.1898 0.6453
H -1.0431 0.7327 0.2793
H -1.3085 1.4186 1.9108
H 1.5394 1.1381 1.4708
H 0.5986 0.4109 2.7456
H -0.1940 -1.2509 1.0589
H 1.3755 -1.4668 1.6282
H 1.1837 -0.7625 0.1501
H 0.9515 -1.2281 -2.3556
H 1.6415 0.2716 -2.1907
O 1.4086 -0.5802 -1.7830
H -2.6021 -1.8021 0.6239
H -1.7328 -3.0562 0.4813
O -1.6932 -2.0910 0.4597
H -0.7244 1.6774 -3.6532
H 0.3384 2.0784 -2.5446
O -0.3052 1.3803 -2.8091
*
```

[4]
C24H96NNbO23P as an isolated structure in a non-equilibrium geometry. Source: OMol25; level of theory: ωB97M-V with the def2-TZVPD basis set.

Values from the calculation:
orbital gap = 6.236 eV
E_HOMO = -4.56 eV

Structure (ORCA input):
```
! RIJCOSX wB97M-V def2-TZVPD def2/J DEFGRID3
* xyz -1 1
C -1.9898 -1.1267 2.7821
C -2.4113 -2.2612 1.7878
O -2.2267 -3.5906 2.2742
C -0.8533 -3.9274 2.4446
C -0.2717 -4.9365 1.3963
Nb 0.2646 -3.9641 -0.6015
P 0.5423 -2.6633 -2.8196
N -0.2718 -3.3854 -3.9854
O -0.1237 -1.0841 -2.7430
O 2.1648 -2.5582 -3.3215
H -1.0489 -0.6958 2.4045
H -2.6946 -0.2953 2.8535
H -1.7343 -1.5637 3.7578
H -3.4866 -2.1547 1.5985
H -1.9214 -2.0620 0.8322
H -0.7831 -4.4193 3.4363
H -0.1831 -3.0662 2.4867
H 0.6970 -5.2817 1.8066
H -0.8921 -5.8294 1.2369
H 0.4029 -2.3408 0.2620
H -1.5337 -3.5827 -0.7672
H 0.0301 -5.5523 -1.4568
H 2.0573 -4.1837 -0.3679
H -0.7293 -4.2143 -3.6152
H 0.5675 -0.4542 -2.5187
H 2.6519 -2.2376 -2.5597
C 3.1441 -2.8290 3.2742
O 2.1533 -3.7812 3.6719
H 3.3164 -2.9363 2.2053
H 2.7927 -1.8165 3.4822
H 4.0768 -3.0181 3.8128
H 2.0100 -3.6774 4.6122
C 3.7039 -7.0932 -2.0154
O 2.4879 -6.3741 -2.1475
H 4.0513 -6.9862 -0.9896
H 3.5469 -8.1556 -2.2306
H 4.4633 -6.6902 -2.6934
H 2.1873 -6.4710 -3.0534
C -5.8775 -3.1663 -0.6326
O -5.2920 -1.9062 -0.3369
H -5.3067 -3.9410 -0.1245
H -6.9137 -3.1870 -0.2795
H -5.8477 -3.3436 -1.7114
H -5.8109 -1.2438 -0.7934
C 1.0749 2.8452 -1.6576
O 1.4798 1.4814 -1.5285
H 0.6434 3.1641 -0.7127
H 1.9348 3.4723 -1.8858
H 0.3234 2.9422 -2.4479
H 1.8620 1.2217 -2.3695
C -2.5106 1.3338 -2.0207
O -2.1578 0.4449 -0.9774
H -3.0598 2.1760 -1.5965
H -1.6101 1.7066 -2.5109
H -3.1453 0.8223 -2.7514
H -1.6755 -0.2810 -1.3931
C -2.8431 -6.5091 -4.3371
O -1.6459 -6.2767 -3.6138
H -2.9947 -5.6778 -5.0215
H -2.7676 -7.4348 -4.9178
H -3.7017 -6.5698 -3.6616
H -1.5185 -7.0087 -3.0094
C -5.1315 -3.2656 4.8104
O -4.3341 -4.1298 5.6114
H -6.0750 -3.0871 5.3243
H -4.6131 -2.3150 4.6619
H -5.3298 -3.7349 3.8437
H -3.5117 -4.2715 5.1350
C 7.3434 -4.3134 3.5426
O 6.4551 -3.5255 4.3253
H 6.8033 -4.6692 2.6684
H 8.1981 -3.7133 3.2159
H 7.6991 -5.1729 4.1182
H 6.9454 -3.2171 5.0923
C -5.3090 4.4710 -0.3287
O -4.9630 3.5847 0.7290
H -5.8575 5.3104 0.0946
H -4.4058 4.8444 -0.8201
H -5.9437 3.9599 -1.0580
H -4.4796 2.8473 0.3475
C -1.7109 -4.8477 -7.7260
O -2.5935 -4.0533 -6.9463
H -2.2267 -5.1321 -8.6421
H -0.8127 -4.2797 -7.9822
H -1.4274 -5.7515 -7.1789
H -2.1191 -3.8095 -6.1410
C 8.6570 -0.3211 5.0689
O 8.2223 -1.0834 6.1947
H 7.7892 -0.0735 4.4625
H 9.1354 0.6020 5.4068
H 9.3598 -0.9072 4.4707
H 8.9999 -1.2894 6.7142
C 3.0276 4.9591 0.8863
O 2.4598 5.2655 -0.3850
H 3.6903 4.1034 0.7694
H 3.6043 5.8127 1.2582
H 2.2460 4.7109 1.5939
H 1.8778 6.0177 -0.2637
C 4.5679 0.1217 4.8807
O 3.9591 0.4117 3.6289
H 5.1844 -0.7686 4.7711
H 5.1984 0.9607 5.1928
H 3.7980 -0.0651 5.6355
H 3.4220 1.1958 3.7486
C -0.4807 0.3855 -6.2054
O 0.7151 0.6473 -5.4816
H -0.6567 1.2190 -6.8866
H -0.3824 -0.5348 -6.7848
H -1.3288 0.2934 -5.5194
H 0.8518 -0.0991 -4.8890
C 0.2353 8.1782 1.3521
O 0.0371 7.1663 0.3606
H 1.1635 8.6987 1.1311
H -0.5925 8.8916 1.3301
H 0.3060 7.7217 2.3428
H -0.7820 6.7130 0.5661
C 4.5497 9.3831 1.6417
O 3.1835 9.7808 1.5589
H 4.5849 8.2989 1.7197
H 5.0916 9.6942 0.7452
H 5.0212 9.8213 2.5258
H 3.1663 10.7359 1.4896
C -2.1416 4.0551 -5.5337
O -1.7999 3.1610 -4.4832
H -2.6876 4.8929 -5.1043
H -1.2389 4.4310 -6.0244
H -2.7774 3.5543 -6.2698
H -1.3189 2.4268 -4.8751
C 2.7581 5.7565 4.7994
O 2.5426 4.7538 3.8111
H 3.6897 6.2678 4.5668
H 1.9408 6.4830 4.7909
H 2.8370 5.3052 5.7923
H 1.7192 4.3112 4.0268
C -0.8188 8.3824 -2.8506
O 0.3309 8.6889 -2.0769
H -0.9995 9.2079 -3.5367
H -0.6588 7.4676 -3.4283
H -1.6928 8.2593 -2.2029
H 0.4736 7.9474 -1.4762
C -9.7971 -3.9262 0.7952
O -9.6898 -2.6779 0.1168
H -8.8919 -4.4994 0.6098
H -9.9031 -3.7586 1.8704
H -10.6607 -4.4822 0.4190
H -10.4933 -2.1890 0.2945
*
```

[5]
C14H16AgN8S as an isolated structure in a non-equilibrium geometry. Source: OMol25; level of theory: ωB97M-V with the def2-TZVPD basis set.

Values from the calculation:
orbital gap = 7.952 eV
E_HOMO = -11.35 eV
energy relative to the best compared isomer or geometry (same formula, charge and spin) = 106.8 kJ/mol

Structure (ORCA input):
```
! RIJCOSX wB97M-V def2-TZVPD def2/J DEFGRID3
* xyz 1 1
Ag 0.2497 0.0854 -1.5093
N -0.3424 -3.7760 -1.6378
C -1.4204 -3.0920 -1.1548
N -2.4820 -3.8723 -0.8354
C -3.5329 -3.1688 -0.3493
N -4.5916 -3.8796 0.0146
N -3.5633 -1.8388 0.0390
C -2.4218 -1.2164 -0.3800
N -1.2935 -1.7393 -0.9334
C -2.4706 0.2403 -0.0689
C -3.5428 0.8363 0.6430
C -3.4817 2.2137 0.7770
C -2.4625 2.9863 0.1897
C -1.4501 2.3165 -0.4842
N -1.4621 0.9906 -0.5878
H -0.3587 -4.8035 -1.5209
H 0.5080 -3.2955 -1.8917
H -4.7847 -4.8044 -0.3739
H -5.3564 -3.4360 0.5258
H -4.3506 0.1505 0.9502
H -4.2487 2.7350 1.2981
H -2.3063 4.0191 0.3474
H -0.6572 2.8612 -1.0833
C 4.5371 3.1809 -0.2929
C 3.8883 1.8726 -0.0758
C 3.4157 1.4860 1.1798
C 2.6774 0.2937 1.2937
N 2.5225 -0.5180 0.2563
C 2.9143 -0.1561 -0.9638
S 2.2414 -0.8226 -2.3936
N 3.7275 0.9661 -1.1125
C 2.2413 -0.1596 2.6057
H 4.5720 3.7394 0.6615
H 3.7942 3.7264 -0.8934
H 5.4488 3.1005 -0.9486
H 3.5095 2.2103 2.0440
H 3.7717 1.3174 -2.0506
H 2.7294 -1.1324 2.7897
H 1.1722 -0.2049 2.6535
H 2.6596 0.5881 3.2732
*
```

[6]
One molecule with the formula C22H21N5O2 in a non-equilibrium geometry. Source: OMol25; level of theory: ωB97M-V with the def2-TZVPD basis set.

Values from the calculation:
orbital gap = 8.267 eV
E_HOMO = -8.22 eV
energy relative to the best compared isomer or geometry (same formula, charge and spin) = 0.0 kJ/mol
structure (SMILES) = O=c1[nH]nc(-c2ccnc(N[C@H]3CCCOC3)c2)n1-c1ccc2ccccc2c1

Structure (ORCA input):
```
! RIJCOSX wB97M-V def2-TZVPD def2/J DEFGRID3
* xyz 0 1
O 2.2312 -2.3823 4.6159
C 2.6234 -2.2568 3.4741
N 3.7958 -2.7922 3.0042
N 4.0351 -2.3955 1.7051
C 2.9722 -1.6829 1.3224
C 2.8628 -1.1595 -0.0791
C 3.9794 -0.8335 -0.8617
C 3.8196 -0.3558 -2.1593
N 2.6191 -0.2260 -2.7497
C 1.5548 -0.5886 -2.0638
N 0.3986 -0.5163 -2.7700
C -0.8654 -0.0985 -2.1418
C -1.6078 0.7400 -3.2278
C -3.0132 1.1366 -2.8421
C -3.8137 -0.0715 -2.3959
O -3.0632 -0.7468 -1.3640
C -1.7852 -1.2780 -1.7513
C 1.6288 -1.0437 -0.7294
N 2.0764 -1.5903 2.3942
C 0.9594 -0.7311 2.4801
C -0.2374 -1.1441 3.0038
C -1.3552 -0.3122 2.9797
C -1.2846 0.9377 2.3837
C -2.4184 1.7767 2.3500
C -2.3041 3.0060 1.7149
C -1.1132 3.4823 1.1402
C 0.0204 2.6812 1.2522
C -0.0629 1.3974 1.8453
C 1.0743 0.5924 1.9506
H 4.4477 -3.3090 3.6201
H 4.9821 -0.8786 -0.4386
H 4.6804 -0.0966 -2.7691
H 0.5538 -0.1071 -3.6867
H -0.7207 0.5270 -1.2579
H -1.6478 0.1544 -4.1824
H -0.9934 1.6391 -3.3888
H -2.9779 1.8329 -1.9959
H -3.4857 1.6046 -3.7059
H -3.9666 -0.7614 -3.2070
H -4.8094 0.2144 -2.0467
H -1.8206 -1.9733 -2.6043
H -1.3581 -1.8201 -0.9157
H 0.7280 -1.3353 -0.1972
H -0.3978 -2.1508 3.4155
H -2.2850 -0.6398 3.4262
H -3.3643 1.4535 2.7644
H -3.1568 3.6482 1.6140
H -1.1228 4.4727 0.6781
H 0.9510 3.0472 0.8578
H 2.0371 0.9334 1.5398
*
```

[7]
A 2-piece molecular cluster, C4H13NS overall in a non-equilibrium geometry. Source: OMol25; level of theory: ωB97M-V with the def2-TZVPD basis set.

Values from the calculation:
orbital gap = 9.415 eV
E_HOMO = -8.54 eV
energy relative to the best compared isomer or geometry (same formula, charge and spin) = 110.3 kJ/mol
structure (SMILES) = CCN.CSC

Structure (ORCA input):
```
! RIJCOSX wB97M-V def2-TZVPD def2/J DEFGRID3
* xyz 0 1
C 0.3021 2.4373 0.5770
C -0.8997 1.4791 0.8171
N -0.7117 0.8245 2.1072
H 1.0915 1.8474 1.0598
H 0.5901 2.6590 -0.5145
H 0.1477 3.3355 1.1996
H -1.8627 2.0121 0.7926
H -1.0221 0.7889 -0.0670
H -0.1564 -0.0050 2.0143
H -1.7232 0.5880 2.3191
C -0.1854 -2.5589 -0.2715
S -0.5377 -1.6015 -1.7258
C 1.0919 -0.9591 -2.1698
H -1.0976 -2.7074 0.2845
H 0.5729 -2.0816 0.3911
H 0.1747 -3.5724 -0.5479
H 0.9747 0.1392 -2.2975
H 1.7055 -1.0199 -1.1254
H 1.5454 -1.6053 -2.8426
*
```

[8]
A 2-piece molecular cluster, C5H13NO overall in a non-equilibrium geometry. Source: OMol25; level of theory: ωB97M-V with the def2-TZVPD basis set.

Values from the calculation:
orbital gap = 9.948 eV
E_HOMO = -9.26 eV
energy relative to the best compared isomer or geometry (same formula, charge and spin) = 228.2 kJ/mol
structure (SMILES) = NCC1CCC1.O

Structure (ORCA input):
```
! RIJCOSX wB97M-V def2-TZVPD def2/J DEFGRID3
* xyz 0 1
N -0.8860 -0.7260 -2.1723
C -0.2339 -1.3199 -1.0440
C -0.2863 -0.2327 0.0584
C 0.8156 -0.2545 1.1109
C -0.2694 -0.3356 2.1836
C -1.4023 -0.2355 1.1195
H -0.9871 -1.3052 -2.9536
H -0.4358 0.1001 -2.4887
H 0.9078 -1.5001 -1.1511
H -0.8333 -2.1978 -0.6511
H -0.2326 0.7544 -0.4027
H 1.3210 -1.1652 0.9808
H 1.5178 0.5538 1.1537
H -0.3165 0.5222 2.8711
H -0.1207 -1.2766 2.7140
H -2.1445 -1.0807 1.1141
H -1.9270 0.7288 1.2144
O 2.1856 3.0221 -1.3263
H 1.7021 3.7160 -0.7338
H 1.6256 2.2323 -1.5967
*
```

E (eV)
-93577.6263; -83524.7415; -9912.7343; -85852.2990; -41529.2450; -34700.6042; -16682.9468; -8931.6458